Density functional theory data (wB97M-V/def2-TZVPD) for a structure of composition C23H32N5P2PdS in a non-equilibrium geometry.

- LUMO energy (alpha / beta) (eV) = -12.17 / -12.17
- calculated total energy (hartree) = -2377.16378
- energy relative to the best compared isomer or geometry (same formula, charge and spin) (kcal per mole) = 15.9
- charge = +3

Element x y z (Å)
Pd1 0.1094 -0.2767 0.5935
S1 1.2227 0.8961 2.2349
P1 1.9602 -0.6650 -0.7868
P2 -0.7209 -2.2313 -0.5432
N1 -0.2950 -0.0960 4.2562
N2 0.0447 2.2019 4.2225
N3 3.0990 -2.9864 -1.4607
N4 0.6837 -4.4504 -1.2754
N5 -1.0756 2.4864 1.2890
C1 -2.8724 -2.0707 1.0924
C2 -0.7607 -3.0648 2.0670
C3 3.4699 -0.3140 0.1152
C4 -0.9605 0.0581 5.4135
C5 -0.6221 2.3946 5.3715
C6 -2.1411 -4.3986 0.4430
C7 3.1117 0.0585 -3.1279
C8 -1.7780 -2.1171 -1.9992
C9 0.2025 0.9641 3.6923
C10 1.8684 0.4042 -2.2818
C11 1.8371 -5.0480 -1.6480
C12 3.0658 -4.3040 -1.7464
C13 1.9143 1.8690 -1.8252
C14 1.8387 -6.4336 -1.9268
C15 -0.6187 1.4680 0.9842
C16 4.2167 -6.2961 -2.4075
C17 -1.1475 1.2941 6.0132
C18 -1.6702 -2.9932 0.8380
C19 1.9481 -2.4393 -1.1367
C20 0.6004 0.1275 -3.0784
C21 0.7539 -3.1633 -1.0181
C22 4.2564 -4.9614 -2.1370
C23 3.0052 -7.0346 -2.2979
H1 -0.7106 3.4132 5.7266
H2 0.6031 -0.8808 -3.4956
H3 5.1165 -6.8127 -2.7138
H4 -1.3144 -5.0666 0.2124
H5 -2.8350 -4.3863 -0.3966
H6 -2.5928 -1.4083 -1.8580
H7 4.0453 0.3190 -2.6318
H8 -1.6840 1.4028 6.9449
H9 -3.5962 -2.0987 0.2786
H10 -0.3063 0.2952 -2.4923
H11 0.4439 2.9980 3.7296
H12 3.5527 0.7384 0.3783
H13 1.8043 2.5001 -2.7079
H14 3.1404 -0.9907 -3.4216
H15 -1.3489 -0.8471 5.8644
H16 -0.4411 -2.0809 2.4263
H17 4.2686 -0.5928 -0.5792
H18 -1.2038 -1.8462 -2.8782
H19 -1.3210 -3.5255 2.8822
H20 -2.1880 -3.1217 -2.1371
H21 3.5485 -0.9399 1.0027
H22 -3.3838 -2.4110 1.9941
H23 3.0196 -8.0939 -2.5171
H24 3.0511 0.6587 -4.0376
H25 2.8635 2.1324 -1.3591
H26 0.9096 -6.9806 -1.8485
H27 5.1669 -4.3836 -2.2128
H28 -2.5843 -1.0237 1.2576
H29 0.1261 -3.6763 1.8900
H30 -2.6831 -4.8028 1.3011
H31 1.0965 2.1243 -1.1468
H32 0.5709 0.8225 -3.9185

Atomic forces in eV per Å
Pd -0.4 -1.4 0.1
S 0.1 0.1 0.2
P -0.2 0.1 -0.5
P 0.1 -0.1 -0.3
N 0.1 0.0 -0.1
N 0.1 -0.1 0.1
N -0.3 0.0 -0.1
N 0.2 0.2 0.0
N -0.5 0.0 -0.3
C 0.0 0.0 0.1
C 0.1 -0.1 0.0
C -0.1 -0.1 0.1
C -0.1 0.0 0.0
C 0.0 0.0 -0.1
C -0.1 0.0 0.0
C 0.0 0.0 0.0
C -0.1 0.0 0.1
C -0.1 0.3 0.1
C 0.1 0.2 0.1
C -0.1 -0.2 0.0
C 0.2 0.0 0.0
C 0.0 0.0 0.0
C 0.0 0.1 0.0
C 0.7 1.0 0.3
C 0.0 0.0 0.0
C 0.0 0.0 0.0
C 0.0 0.1 0.1
C 0.2 0.1 0.2
C 0.0 0.0 0.0
C -0.1 -0.1 0.0
C -0.1 0.0 0.0
C 0.0 0.0 0.0
H 0.0 0.0 0.0
H 0.0 0.0 0.0
H 0.0 0.0 0.0
H 0.0 0.0 0.0
H 0.0 0.0 0.0
H 0.0 0.0 0.0
H 0.0 0.0 0.0
H 0.0 0.0 0.0
H 0.0 0.0 0.0
H 0.0 0.0 0.0
H -0.1 0.0 0.0
H 0.0 0.0 -0.1
H 0.0 0.0 0.0
H 0.0 0.0 0.0
H 0.0 0.0 0.0
H 0.0 0.0 0.0
H 0.1 0.0 0.1
H 0.0 0.0 0.0
H 0.0 0.0 0.0
H 0.0 0.0 -0.1
H 0.0 0.0 0.0
H 0.0 0.0 0.0
H 0.0 0.0 0.0
H 0.0 0.0 0.0
H 0.0 0.0 0.0
H 0.0 0.0 0.0
H 0.0 0.0 0.0
H 0.0 0.0 0.0
H 0.0 0.0 0.0
H 0.0 0.0 0.0
H 0.0 0.0 0.0
H 0.0 0.0 0.0


Density functional theory data (wB97M-V/def2-TZVPD) for a structure of composition C23H33Cl2IrNO4SSi.

- LUMO energy (alpha / beta) (eV) = -8.91 / -8.59
- calculated total energy (hartree) = -2963.72249
- energy relative to the best compared isomer or geometry (same formula, charge and spin) (kcal per mole) = 35.0
- <S²> = 0.786
- charge = +2
- multiplicity = 2

Element x y z (Å)
Ir1 -0.2195 0.6072 0.2754
Cl1 2.4073 1.7794 0.8170
Cl2 -1.1730 2.9190 4.7509
S1 -0.7512 2.0992 1.8316
Si1 0.5596 2.3714 -2.4117
O1 1.2173 -1.1816 -0.6445
O2 -2.3691 -0.8596 1.0544
O3 -1.2010 -1.4574 -1.1269
O4 0.3675 -0.7574 1.8153
N1 -0.7419 1.7915 -1.1881
C1 3.0639 2.4318 3.3199
C2 0.9461 -2.0783 -1.7281
C3 -4.2482 2.5899 -0.3448
C4 -3.5516 3.9543 -2.2125
C5 0.6758 2.3514 2.8438
C6 -0.0582 2.1151 -4.1520
C7 -0.7062 -1.1479 2.7189
C8 -3.0061 2.0012 -0.3084
C9 1.4867 2.9602 5.0547
C10 2.1190 1.3531 -2.3169
C11 2.0107 2.2140 2.4544
C12 -3.2259 -1.4400 0.0607
C13 -2.3137 3.3643 -2.1953
C14 -1.8017 -1.8234 1.9430
C15 -1.9901 2.3544 -1.2422
C16 0.4431 2.7309 4.1750
C17 -0.4026 -1.6674 -2.2795
C18 2.1435 -1.6098 0.3430
C19 -4.5309 3.5688 -1.2947
C20 -2.5974 -1.3087 -1.3231
C21 0.9186 4.1166 -1.8911
C22 2.7954 2.8105 4.6263
C23 1.4298 -1.7391 1.6865
H1 0.7250 2.5224 -4.8001
H2 3.6120 2.9925 5.3111
H3 -1.5793 3.7049 -2.9053
H4 -0.1165 1.0479 -4.3811
H5 1.7286 -2.0089 -2.4865
H6 -2.9857 -2.0905 -1.9809
H7 1.4936 4.1069 -0.9622
H8 -2.5629 -2.1971 2.6330
H9 2.4511 1.2040 -3.3476
H10 -0.9981 2.5712 -4.4526
H11 2.0231 0.3735 -1.8585
H12 -3.3983 -2.4880 0.3055
H13 -0.2978 -1.7966 3.4920
H14 2.1288 -1.5825 2.5083
H15 2.9709 -0.9040 0.3835
H16 -0.3359 -0.7453 -2.8691
H17 -0.8126 -2.4571 -2.9131
H18 -1.4030 -2.6660 1.3691
H19 -2.8118 -0.3376 -1.7815
H20 -2.8202 1.2414 0.4340
H21 1.5463 4.5844 -2.6552
H22 0.0451 4.7478 -1.7387
H23 -5.0005 2.2991 0.3757
H24 1.2625 3.2540 6.0707
H25 -1.0636 -0.2267 3.1762
H26 -3.7645 4.7267 -2.9386
H27 2.5461 -2.5900 0.0847
H28 -4.1860 -0.9255 0.0897
H29 -5.5056 4.0381 -1.3169
H30 0.9010 -3.0997 -1.3454
H31 2.9109 1.9027 -1.8058
H32 0.9756 -2.7250 1.7844
H33 4.0807 2.3205 2.9697

Atomic forces in eV per Å
Ir 0.4 0.4 -0.8
Cl -0.2 -0.1 -0.2
Cl 0.0 0.0 0.0
S -0.2 -0.1 0.2
Si 0.2 0.0 -0.1
O 0.0 0.1 -0.1
O 0.0 0.0 0.0
O -0.1 -0.2 -0.1
O 0.0 0.2 -0.1
N 0.1 -0.5 0.8
C 0.0 0.0 0.0
C -0.1 0.0 0.0
C -0.1 0.1 -0.1
C 0.1 0.0 0.0
C 0.1 0.1 -0.1
C -0.1 0.0 0.0
C 0.1 0.1 0.0
C 0.1 0.0 0.1
C 0.1 0.0 0.0
C 0.0 0.1 0.0
C -0.2 0.1 0.2
C 0.0 0.0 0.0
C 0.0 0.0 0.0
C 0.0 0.0 0.0
C 0.1 -0.1 0.1
C 0.0 0.0 0.0
C 0.0 0.0 0.1
C 0.0 -0.1 0.2
C 0.0 -0.1 0.1
C 0.0 0.0 0.0
C 0.0 0.0 0.0
C 0.0 0.0 0.0
C -0.1 0.0 0.0
H 0.0 0.0 0.0
H 0.0 0.0 0.0
H 0.0 0.0 0.0
H 0.0 0.0 0.0
H 0.0 0.0 0.0
H 0.0 0.0 0.0
H 0.0 0.0 0.0
H 0.0 0.0 0.0
H 0.0 0.0 0.0
H 0.0 0.0 0.0
H 0.0 0.0 0.0
H 0.0 0.0 0.0
H 0.0 0.0 0.0
H 0.0 0.0 0.0
H -0.1 0.1 0.0
H 0.0 0.0 0.0
H 0.0 0.0 0.0
H 0.0 0.0 0.0
H 0.0 0.0 0.0
H 0.1 -0.1 0.0
H 0.0 0.0 0.0
H 0.0 0.0 0.0
H 0.0 0.0 0.0
H 0.0 0.0 0.0
H 0.0 0.0 0.0
H 0.0 0.0 0.0
H 0.1 0.0 0.0
H 0.0 0.0 0.0
H 0.0 0.0 0.0
H 0.0 0.0 0.0
H 0.0 0.0 0.0
H 0.0 0.0 0.0
H 0.0 0.0 0.0


Density functional theory data (wB97M-V/def2-TZVPD) for a structure of composition C23H33ClKN7O3S in a non-equilibrium geometry.

- LUMO energy (eV) = -0.03
- calculated total energy (hartree) = -2963.59309
- energy relative to the best compared isomer or geometry (same formula, charge and spin) (kcal per mole) = 0.0
- charge = 0

Element x y z (Å)
K1 0.3874 -1.4275 1.1847
Cl1 -7.0926 2.1093 -2.7457
S1 1.4819 -3.5678 3.2617
O1 1.1272 1.7580 -1.5649
O2 -1.4259 3.1373 -1.9235
O3 -0.2720 0.7202 -0.1020
N1 1.3665 -4.9228 0.8448
N2 0.4957 -4.0919 0.3683
N3 3.1973 -5.2524 2.0921
N4 3.1968 0.6855 -0.5955
N5 -0.9806 -2.3576 -1.2386
N6 0.8827 1.8673 2.7174
N7 2.5510 -0.5714 3.4490
C1 -0.7342 2.9451 -0.6816
C2 -3.4200 -3.0799 -2.3004
C3 3.2140 1.8569 3.5922
C4 -1.4294 -3.6218 -0.9995
C5 -4.7981 3.4230 -3.2396
C6 2.2171 2.5069 2.6311
C7 -2.8961 -1.8152 -2.5571
C8 2.8387 2.4007 1.2381
C9 3.0463 0.9343 0.8859
C10 -2.7027 -3.9754 -1.5156
C11 -4.7159 1.5615 -1.6784
C12 1.9982 -4.5912 2.0242
C13 -3.3549 1.8429 -1.4733
C14 0.1009 1.6893 -0.7400
C15 -1.6534 -1.5101 -2.0283
C16 -2.7330 2.9027 -2.1436
C17 -0.6045 -4.5621 -0.2445
C18 4.1188 0.3150 1.7664
C19 -3.4378 3.6936 -3.0803
C20 -1.0331 -5.9443 -0.0267
C21 -2.7505 4.7649 -3.8729
C22 3.6447 0.4052 3.2437
C23 -5.4526 2.3776 -2.5528
H1 3.8763 -4.7605 2.6742
H2 4.2808 -0.7441 1.5160
H3 -1.1327 -6.4684 -0.9867
H4 2.0372 -0.4021 4.3281
H5 -1.4054 2.8085 0.1752
H6 4.0129 1.1488 -1.0202
H7 5.0822 0.8437 1.6909
H8 -3.4688 5.2589 -4.5465
H9 2.0679 1.2215 -1.1254
H10 -2.7518 1.2408 -0.8142
H11 -1.1653 -0.5593 -2.2185
H12 -3.4193 -1.0833 -3.1622
H13 -2.3114 5.5067 -3.1870
H14 -5.2072 0.7610 -1.1519
H15 -0.2900 -6.4215 0.6131
H16 4.1280 2.4626 3.5288
H17 0.1840 2.4572 2.2378
H18 3.7992 2.9296 1.2802
H19 2.9167 -1.5362 3.5169
H20 2.8712 1.9278 4.6210
H21 3.5699 -5.6095 1.2122
H22 -0.0882 3.8291 -0.5362
H23 0.5926 1.7603 3.6996
H24 3.2196 -0.3208 -0.7811
H25 2.1654 3.5868 2.8888
H26 -5.3637 4.0185 -3.9323
H27 -3.0915 -4.9697 -1.3432
H28 2.2119 2.9144 0.4789
H29 2.1029 0.4346 1.1257
H30 -2.0148 -5.9691 0.4818
H31 -4.3777 -3.3816 -2.7117
H32 -1.9182 4.3341 -4.4657
H33 4.5094 0.1750 3.9187

Atomic forces in eV per Å
K -0.1 -0.3 0.1
Cl -1.7 -0.2 -0.3
S -0.1 0.0 0.1
O -0.1 -0.2 1.4
O 1.4 1.0 -0.3
O 0.6 -0.2 0.1
N 1.6 -0.7 2.8
N -3.3 1.1 -1.8
N 1.2 0.2 0.8
N 0.2 0.5 0.5
N 0.5 -0.3 -0.1
N -0.1 0.6 -0.1
N 0.3 0.0 0.3
C -0.7 0.4 -0.1
C 0.3 0.0 0.3
C 0.4 -0.3 -0.3
C -0.9 1.4 -0.7
C 0.1 -0.8 0.4
C -0.1 0.1 0.5
C -0.1 0.0 -0.3
C -0.5 0.3 -0.7
C -0.1 -0.5 -0.5
C 0.5 -0.1 -0.1
C 0.4 1.0 -0.4
C -0.7 -0.8 -3.4
C -0.8 0.4 -0.6
C 0.3 0.1 -1.3
C 0.0 -0.9 0.8
C -1.1 -0.9 0.6
C 2.2 1.5 1.6
C 0.0 0.0 0.6
C -0.1 -0.7 0.5
C -0.5 -0.8 -0.2
C 0.3 0.1 0.0
C -0.1 -0.1 0.6
C 2.7 0.3 0.5
H -0.3 -0.6 -0.1
H 0.0 0.2 0.0
H 0.0 -0.2 0.3
H 0.5 -0.1 -0.6
H -0.2 0.3 -0.3
H -0.3 -0.4 0.4
H -0.2 -0.1 -0.2
H 0.4 -0.1 0.2
H -0.5 -0.1 -0.7
H 0.0 -0.2 0.2
H -0.1 0.0 0.1
H 0.0 -0.1 0.0
H -0.1 -0.1 -0.3
H 0.0 -0.2 0.1
H -0.2 -0.2 -0.2
H -0.1 0.0 0.2
H 0.4 -0.5 0.5
H -0.1 0.0 -0.2
H -0.3 0.6 -0.1
H -0.1 -0.1 0.2
H -0.4 0.2 0.4
H -0.3 -0.3 -0.1
H 0.2 0.2 -0.7
H 0.2 0.4 0.0
H 0.0 -0.4 -0.1
H -0.2 0.2 -0.2
H 0.0 0.0 0.0
H 0.3 -0.3 0.4
H 0.2 0.2 0.1
H 0.3 -0.1 -0.2
H 0.1 0.1 0.1
H -0.4 0.3 0.3
H -0.4 0.2 -0.6